Record 1
Density functional theory data (ωB97M-V/def2-TZVPD) for 15 unconnected molecules or ions with the total composition C59H102F18N17O40S18.

Output
Maximum force in eV Å⁻¹: 12.72
Molar mass in g/mol: 2608.714
Electronic energy in Ha: -15213.6125

Structure (ORCA input):
```
! RIJCOSX wB97M-V def2-TZVPD def2/J DEFGRID3
* xyz -1 1
C -1.99 7.00 -4.42
N -0.65 6.94 -5.09
C -0.18 8.06 -5.71
C 1.05 8.04 -6.40
C 1.83 6.91 -6.40
C 1.42 5.83 -5.68
C 0.15 5.80 -5.06
C 3.18 6.80 -7.12
C 3.29 7.39 -8.42
C 4.61 7.51 -8.91
N 5.64 6.84 -8.32
C 5.49 6.17 -7.14
C 4.26 6.18 -6.51
C 6.94 6.84 -8.96
H -1.89 6.56 -3.43
H -2.67 6.32 -4.95
H -2.39 8.01 -4.33
H -0.92 8.84 -5.69
H 1.31 8.98 -6.86
H 1.97 4.90 -5.71
H -0.30 4.98 -4.51
H 2.49 8.01 -8.80
H 4.78 8.08 -9.81
H 6.36 5.67 -6.73
H 4.22 5.76 -5.52
H 7.50 5.96 -8.67
H 7.26 7.80 -8.55
H 6.71 6.97 -10.02
C 1.23 3.10 -2.61
N 0.80 1.82 -1.97
C 1.40 1.40 -0.82
C 0.87 0.31 -0.13
C -0.39 -0.20 -0.51
C -0.96 0.29 -1.63
C -0.31 1.27 -2.42
C -1.01 -1.22 0.36
C -1.05 -1.13 1.77
C -1.62 -2.16 2.54
N -2.00 -3.32 2.00
C -1.96 -3.47 0.62
C -1.43 -2.48 -0.19
C -2.40 -4.45 2.96
H 2.32 3.14 -2.58
H 0.73 3.89 -2.05
H 0.96 3.00 -3.66
H 2.26 1.99 -0.54
H 1.34 -0.08 0.76
H -1.91 -0.06 -2.01
H -0.72 1.66 -3.33
H -0.79 -0.23 2.31
H -1.62 -2.09 3.62
H -2.20 -4.43 0.19
H -1.27 -2.68 -1.24
H -1.52 -5.07 3.06
H -3.15 -5.08 2.48
H -2.85 -4.04 3.86
C -5.80 -2.79 1.32
C -6.52 -1.38 1.07
C -5.46 -0.28 1.52
C -4.47 0.18 0.43
C -5.21 0.58 -0.76
C -5.97 -0.62 -1.47
N -7.00 -1.27 -0.40
O -7.94 -2.18 -0.83
C -4.96 -1.67 -2.07
C -6.82 0.02 -2.69
C -7.76 -1.16 1.92
H -5.41 -3.00 2.31
H -4.99 -2.98 0.62
H -6.58 -3.51 1.11
H -4.90 -0.68 2.37
H -5.94 0.63 1.89
H -3.68 -0.55 0.23
H -3.77 0.92 0.81
H -4.57 1.16 -1.43
H -5.90 1.37 -0.46
H -4.37 -1.28 -2.90
H -5.56 -2.49 -2.46
H -4.22 -1.87 -1.29
H -7.54 0.72 -2.26
H -7.39 -0.78 -3.16
H -6.15 0.47 -3.42
H -7.65 -1.29 3.00
H -8.54 -1.91 1.79
H -8.28 -0.20 1.92
C 1.03 5.29 1.17
C 1.76 6.49 0.54
C 0.95 7.70 0.05
C 0.10 8.35 1.18
C 1.04 9.01 2.22
C 2.26 8.03 2.79
N 2.72 7.13 1.63
O 4.00 6.57 1.86
C 1.64 7.14 3.95
C 3.41 8.80 3.39
C 2.58 6.06 -0.75
H 0.34 5.54 1.98
H 1.76 4.56 1.53
H 0.50 4.65 0.46
H 0.18 7.30 -0.61
H 1.42 8.43 -0.62
H -0.62 7.71 1.70
H -0.49 9.15 0.74
H 0.44 9.41 3.03
H 1.48 9.91 1.80
H 2.41 6.41 4.20
H 0.67 6.70 3.71
H 1.28 7.75 4.77
H 3.09 9.75 3.82
H 4.07 9.10 2.58
H 4.03 8.17 4.02
H 1.89 5.57 -1.44
H 3.25 5.26 -0.45
H 3.11 6.76 -1.40
C -0.47 -6.27 -1.76
C -0.09 -7.49 -0.90
C -1.21 -7.83 0.14
C -1.11 -9.22 0.81
C -1.08 -10.36 -0.18
C 0.05 -10.15 -1.24
N 0.07 -8.73 -1.78
O 0.71 -8.45 -2.95
C -0.30 -11.15 -2.36
C 1.41 -10.52 -0.61
C 1.13 -7.13 -0.20
H -1.55 -6.29 -1.94
H 0.11 -6.22 -2.68
H -0.40 -5.27 -1.32
H -2.22 -7.71 -0.26
H -1.23 -7.04 0.88
H -1.95 -9.36 1.49
H -0.22 -9.44 1.40
H -2.04 -10.48 -0.68
H -1.14 -11.32 0.35
H -1.29 -10.99 -2.78
H -0.18 -12.14 -1.93
H 0.34 -11.21 -3.24
H 2.20 -10.51 -1.36
H 1.37 -11.53 -0.21
H 1.74 -9.87 0.20
H 1.16 -6.16 0.28
H 1.93 -7.17 -0.94
H 1.41 -7.84 0.58
C 3.46 -1.57 7.21
C 2.22 -0.92 7.92
N 1.45 0.11 7.00
C 0.07 0.39 7.57
C 2.20 1.41 6.96
C 2.53 2.06 8.31
C 1.35 -0.28 5.46
C 0.55 -1.49 5.15
O 0.84 -2.56 6.01
C 0.79 -3.85 5.38
H 4.19 -0.80 6.97
H 3.18 -2.09 6.28
H 3.94 -2.16 7.99
H 2.58 -0.45 8.84
H 1.50 -1.72 8.06
H -0.46 1.21 7.09
H 0.02 0.75 8.60
H -0.45 -0.56 7.48
H 1.60 2.05 6.32
H 3.12 1.28 6.38
H 1.64 2.23 8.91
H 2.92 3.08 8.29
H 3.21 1.53 8.97
H 2.34 -0.37 5.02
H 0.76 0.55 5.05
H 0.75 -1.79 4.12
H -0.50 -1.21 5.12
H -0.19 -4.14 4.98
H 1.06 -4.63 6.10
H 1.45 -4.00 4.53
N 4.66 1.83 -2.95
S 5.29 1.79 -1.35
O 4.42 2.26 -0.26
O 6.72 1.88 -1.14
F 5.06 0.20 -1.08
S 5.40 3.10 -3.36
O 6.75 3.11 -3.92
O 4.91 4.31 -2.70
F 4.67 3.30 -4.79
N -3.22 -0.76 4.99
S -4.60 -0.99 5.40
O -5.71 -0.50 4.61
O -4.90 -1.22 6.83
F -4.51 -2.49 4.78
S -3.41 0.89 4.77
O -3.94 1.65 5.92
O -3.69 1.39 3.46
F -1.81 1.15 4.94
N 3.35 -4.36 0.41
S 3.07 -3.52 -0.75
O 4.23 -2.71 -1.09
O 1.69 -3.10 -1.11
F 3.21 -4.71 -1.79
S 2.39 -3.44 1.44
O 1.15 -4.08 1.94
O 2.57 -1.98 1.47
F 3.33 -3.67 2.70
N 1.16 -8.73 5.44
S 1.29 -7.98 6.73
O 0.12 -7.38 7.32
O 2.57 -7.43 7.18
F 1.23 -9.36 7.59
S 0.84 -7.29 4.54
O 1.98 -6.41 4.38
O -0.47 -6.65 4.79
F 0.68 -8.02 3.13
N -0.06 -2.20 -5.82
S -1.14 -1.22 -6.02
O -1.29 -0.28 -4.88
O -2.32 -1.82 -6.62
F -0.46 -0.37 -7.23
S -0.93 -3.34 -4.87
O -1.31 -4.53 -5.64
O -1.71 -2.93 -3.75
F 0.43 -3.97 -4.10
N -4.43 -5.67 0.56
S -5.09 -5.55 -0.96
O -6.03 -4.45 -1.24
O -5.35 -6.77 -1.71
F -3.84 -4.94 -1.72
S -5.23 -6.86 1.02
O -4.77 -8.26 0.80
O -6.68 -6.60 1.08
F -4.87 -6.79 2.61
N 4.31 1.49 4.46
S 4.44 3.14 4.11
O 3.45 3.75 3.22
O 5.76 3.68 3.99
F 4.03 3.64 5.66
S 4.42 1.16 3.02
O 5.74 1.38 2.43
O 3.30 1.13 2.14
F 4.54 -0.46 3.34
N 3.01 2.59 -8.47
S 2.68 1.64 -7.10
O 2.45 0.25 -7.40
O 2.09 2.22 -5.95
F 4.18 1.49 -6.57
S 1.51 2.79 -8.71
O 0.86 3.82 -7.89
O 0.68 1.71 -9.31
F 1.73 3.73 -10.06
N -1.84 4.06 -3.14
S -2.91 3.21 -4.16
O -3.84 4.07 -4.88
O -3.27 1.84 -3.78
F -1.80 2.97 -5.34
S -2.74 4.15 -1.93
O -2.97 2.96 -1.12
O -3.86 5.08 -2.12
F -1.83 5.11 -0.97
*
```

Record 2
Density functional theory data (ωB97M-V/def2-TZVPD) for 11 unconnected molecules or ions with the total composition C59H113Cl15N6O6.

Output
Maximum force in eV Å⁻¹: 6.35
<S²>: 12.032
Molar mass in g/mol: 1534.384
Electronic energy in Ha: -9997.9403

Structure (ORCA input):
```
! RIJCOSX wB97M-V def2-TZVPD def2/J DEFGRID3
* xyz 0 7
C -2.84 -31.88 23.21
C -1.68 -32.14 22.25
C -1.92 -31.09 21.17
C -0.82 -31.11 20.07
C 0.44 -30.67 20.79
C 0.84 -31.61 22.00
N -0.33 -31.91 22.86
O -0.11 -32.68 24.11
C 1.66 -32.83 21.40
C 2.00 -30.79 22.69
C -1.83 -33.55 21.64
H -3.79 -31.87 22.68
H -2.68 -30.96 23.77
H -2.96 -32.63 24.00
H -2.87 -31.11 20.65
H -1.92 -30.08 21.58
H -1.15 -30.47 19.26
H -0.69 -32.08 19.60
H 0.22 -29.68 21.19
H 1.18 -30.64 20.00
H 1.94 -33.39 22.29
H 1.09 -33.31 20.61
H 2.56 -32.50 20.88
H 2.45 -31.35 23.51
H 2.71 -30.47 21.93
H 1.46 -29.99 23.20
H -2.07 -34.23 22.46
H -0.97 -33.92 21.09
H -2.71 -33.60 20.99
C -8.38 -24.61 2.18
C -7.70 -24.54 0.79
C -7.91 -25.92 0.12
C -9.33 -26.12 -0.34
C -9.69 -25.01 -1.36
C -9.55 -23.59 -0.73
N -8.17 -23.44 -0.07
O -7.87 -22.09 0.38
C -9.58 -22.67 -1.96
C -10.80 -23.42 0.13
C -6.11 -24.40 0.97
H -9.11 -25.41 2.31
H -8.95 -23.74 2.52
H -7.63 -24.74 2.95
H -7.39 -25.98 -0.83
H -7.52 -26.74 0.72
H -9.97 -26.17 0.54
H -9.46 -27.11 -0.77
H -10.73 -25.16 -1.63
H -9.02 -25.10 -2.22
H -10.55 -22.87 -2.43
H -9.73 -21.64 -1.65
H -8.71 -22.69 -2.62
H -10.56 -22.44 0.54
H -11.80 -23.54 -0.29
H -10.74 -24.01 1.04
H -5.61 -25.28 1.38
H -5.90 -23.51 1.55
H -5.74 -24.16 -0.03
C -6.17 -26.16 11.71
C -4.91 -25.33 11.63
C -3.98 -26.42 12.19
C -2.52 -25.94 12.17
C -2.16 -25.54 10.75
C -3.10 -24.48 10.10
N -4.51 -24.90 10.24
O -5.46 -24.01 9.62
C -2.74 -23.09 10.58
C -2.63 -24.67 8.64
C -5.07 -24.15 12.59
H -6.99 -25.50 11.45
H -6.40 -26.56 12.70
H -6.18 -26.99 10.99
H -4.26 -26.70 13.21
H -3.98 -27.21 11.45
H -1.85 -26.73 12.52
H -2.29 -25.23 12.97
H -2.05 -26.44 10.13
H -1.11 -25.24 10.74
H -3.39 -22.30 10.20
H -2.85 -22.99 11.66
H -1.73 -22.82 10.28
H -2.93 -23.87 7.96
H -1.55 -24.67 8.51
H -2.92 -25.58 8.13
H -5.88 -24.35 13.30
H -5.47 -23.25 12.12
H -4.35 -23.86 13.35
C 1.91 -28.89 0.59
C 1.90 -28.95 -0.95
C 3.39 -29.05 -1.31
C 3.66 -29.24 -2.84
C 2.90 -30.52 -3.22
C 1.42 -30.66 -2.80
N 1.17 -30.19 -1.38
O -0.23 -30.28 -0.87
C 0.72 -29.82 -3.88
C 1.09 -32.18 -2.95
C 1.32 -27.65 -1.48
H 2.32 -29.78 1.07
H 0.92 -28.77 1.04
H 2.52 -28.08 1.00
H 3.98 -28.21 -0.95
H 3.97 -29.83 -0.82
H 4.72 -29.45 -2.99
H 3.41 -28.34 -3.40
H 3.58 -31.27 -2.82
H 3.04 -30.72 -4.28
H 1.10 -28.81 -4.04
H 0.77 -30.37 -4.82
H -0.35 -29.68 -3.73
H 1.66 -32.68 -3.73
H 1.32 -32.72 -2.03
H 0.08 -32.43 -3.28
H 1.68 -26.83 -0.86
H 0.24 -27.71 -1.39
H 1.53 -27.43 -2.53
C -16.07 -28.46 10.07
C -15.72 -27.36 8.94
C -14.33 -27.88 8.49
C -13.86 -27.07 7.30
C -14.84 -27.13 6.13
C -16.24 -26.72 6.46
N -16.62 -27.48 7.71
O -18.06 -27.31 8.13
C -16.35 -25.13 6.55
C -17.18 -27.07 5.28
C -15.73 -26.02 9.66
H -17.13 -28.58 10.32
H -15.49 -28.33 10.98
H -15.85 -29.45 9.67
H -13.55 -27.73 9.24
H -14.29 -28.93 8.23
H -12.96 -27.54 6.91
H -13.65 -26.04 7.58
H -14.83 -28.00 5.47
H -14.41 -26.32 5.54
H -16.26 -24.83 5.51
H -17.34 -24.81 6.87
H -15.55 -24.64 7.12
H -18.11 -26.50 5.28
H -16.75 -26.91 4.29
H -17.52 -28.09 5.43
H -14.83 -25.88 10.25
H -16.58 -25.88 10.34
H -15.72 -25.10 9.09
C 5.88 -18.82 6.68
C 4.68 -19.14 5.86
C 4.14 -17.73 5.37
C 3.06 -17.89 4.29
C 3.49 -18.82 3.19
C 3.99 -20.17 3.63
N 5.02 -20.01 4.69
O 5.55 -21.28 5.02
C 2.77 -21.03 3.99
C 4.55 -20.72 2.27
C 3.64 -19.69 6.89
H 6.57 -18.23 6.07
H 6.46 -19.73 6.86
H 5.78 -18.22 7.57
H 3.52 -17.24 6.12
H 4.95 -17.07 5.06
H 2.93 -16.93 3.80
H 2.02 -18.00 4.58
H 4.13 -18.28 2.49
H 2.55 -18.91 2.65
H 2.13 -21.23 3.13
H 3.16 -21.98 4.36
H 2.11 -20.62 4.76
H 4.86 -21.76 2.40
H 3.85 -20.70 1.43
H 5.47 -20.20 1.99
H 3.92 -19.43 7.91
H 3.54 -20.78 6.82
H 2.64 -19.27 6.78
C -10.48 -31.80 16.09
Cl -11.04 -30.52 17.12
Cl -8.76 -31.67 15.70
Cl -11.48 -31.95 14.58
H -10.69 -32.73 16.62
C 2.44 -21.86 16.93
Cl 0.74 -21.84 16.37
Cl 3.55 -21.02 15.77
Cl 2.85 -23.59 17.09
H 2.49 -21.40 17.92
C -3.27 -23.64 20.50
Cl -3.77 -24.99 19.52
Cl -1.55 -23.77 21.10
Cl -4.50 -23.30 21.74
H -3.23 -22.72 19.92
C -5.59 -30.91 6.40
Cl -5.58 -31.79 4.88
Cl -3.96 -30.91 7.15
Cl -6.73 -31.58 7.56
H -5.82 -29.88 6.16
C -4.53 -16.63 5.05
Cl -3.44 -15.71 4.00
Cl -4.97 -15.77 6.56
Cl -3.84 -18.23 5.42
H -5.46 -16.77 4.49
*
```